1.
The following is a quantum chemistry calculation of a cluster of 2 separate species, C6H15NO in total in a non-equilibrium geometry, from the Open Molecules 2025 dataset.

The geometry in XYZ format:
```
23
Properties=species:S:1:pos:R:3:forces:R:3
C -1.416 0.612 -2.559 0.387 0.125 -2.200
C -1.813 -0.361 -1.479 0.066 -1.968 0.355
C -1.072 -0.243 -0.142 -1.227 1.038 0.212
C 0.446 -0.571 -0.233 -1.103 1.465 1.768
N 3.372 1.568 0.955 -1.894 -1.445 0.941
C 2.501 0.509 0.777 2.063 0.709 -0.994
C 1.242 0.585 0.246 -0.838 -0.081 -1.627
H -1.183 0.132 -3.534 -0.156 -0.384 0.627
H -2.179 1.298 -2.926 -0.123 0.318 0.779
H -0.475 1.168 -2.422 -0.383 0.073 0.626
H -2.888 -0.537 -1.285 0.291 1.122 -0.156
H -1.601 -1.404 -1.795 0.334 0.420 -0.234
H -1.653 -0.894 0.538 0.938 0.180 0.072
H -1.193 0.796 0.266 -0.043 -0.778 -0.267
H 0.634 -1.381 0.450 0.537 -1.087 -0.663
H 0.684 -0.608 -1.294 0.428 -0.831 -0.288
H 3.208 2.473 0.532 -0.440 0.094 0.253
H 3.685 1.562 1.926 1.208 0.215 -0.503
H 2.990 -0.472 0.827 -0.401 0.189 1.048
H 0.767 1.517 -0.018 0.314 0.618 0.298
H -1.446 -2.704 3.550 0.144 0.152 0.399
H -1.083 -1.294 4.171 -0.047 -0.475 0.137
O -1.526 -1.750 3.449 -0.056 0.333 -0.585
```
Positions in Å, forces in eV/Å.

Computed properties:
E_HOMO (spin up / spin down): -14.06 / -14.06 eV
spin multiplicity: 2
total charge: +1
orbital gap (spin up / spin down): 0.377 / 0.234 Ha
<S²>: 0.7596

=====

2.
The following is a quantum chemistry calculation of a cluster of 3 separate species, C6H15NO2 in total in a non-equilibrium geometry, from the Open Molecules 2025 dataset.

The geometry in XYZ format:
```
24
Properties=species:S:1:pos:R:3:forces:R:3
C 0.524 0.233 -0.284 -0.643 -0.688 0.109
C -1.691 -0.433 -0.768 -0.571 0.542 -0.465
C 0.392 -1.007 0.293 1.999 0.754 0.392
C 1.106 0.408 -1.651 -0.364 -0.034 -0.019
C 0.376 1.466 0.542 -0.054 -0.063 -0.040
C -2.579 -0.831 0.372 0.120 0.103 -0.002
N 2.469 -0.956 0.984 0.193 -0.279 0.715
O 2.753 0.138 1.893 -0.274 -0.437 -0.438
O -2.007 0.780 -1.372 -0.317 0.084 -0.070
H 2.635 -0.268 2.759 0.019 -0.022 -0.094
H -2.341 1.398 -0.711 0.065 -0.108 -0.014
H 3.027 -0.679 0.173 -0.262 0.119 -0.034
H -1.560 -1.179 -1.547 0.131 0.029 0.030
H -0.001 -1.098 1.296 -0.065 -0.056 -0.051
H 0.529 -1.908 -0.289 -0.017 -0.002 0.044
H 2.008 1.021 -1.607 0.002 -0.011 0.038
H 0.378 0.938 -2.273 0.061 0.026 -0.042
H 1.343 -0.544 -2.125 0.011 -0.003 0.031
H 1.339 1.665 1.028 -0.090 0.036 -0.094
H 0.101 2.325 -0.073 -0.032 0.000 0.017
H -0.355 1.331 1.341 -0.027 0.018 -0.012
H -2.339 -1.835 0.721 0.005 0.020 0.011
H -2.469 -0.144 1.220 0.013 -0.020 0.017
H -3.638 -0.819 0.078 0.096 -0.009 -0.028
```
Positions in Å, forces in eV/Å.

Computed properties:
E_HOMO (spin up / spin down): -6.99 / -5.88 eV
orbital gap (spin up / spin down): 0.284 / 0.242 Ha

=====

3.
The following is a quantum chemistry calculation of a cluster of 3 separate species, C6H15NO2 in total in a non-equilibrium geometry, from the Open Molecules 2025 dataset.

The geometry in XYZ format:
```
24
Properties=species:S:1:pos:R:3:forces:R:3
C 1.685 0.310 1.601 1.510 -0.097 -4.420
N -0.914 -1.282 2.324 -1.825 -0.979 5.307
C -0.710 -0.582 1.247 2.112 1.825 -3.726
C 0.512 -0.116 0.732 -3.742 -0.484 0.946
C 0.389 0.256 -0.664 1.069 -0.825 2.423
C -0.647 0.210 -1.458 -2.218 0.056 -2.544
C -0.481 0.797 -2.817 -0.685 2.200 -2.005
H 2.562 0.751 0.784 -2.208 -1.512 2.550
H 2.005 -0.620 2.066 0.701 0.787 0.867
H 1.373 1.185 2.137 0.329 -0.034 1.198
H -1.804 -1.047 2.891 1.967 -0.798 -1.321
H -0.110 -1.456 2.935 -0.563 0.208 -0.280
H -1.630 -0.514 0.627 0.817 0.127 0.281
H 1.370 0.502 -0.988 0.482 0.842 -1.216
H -1.731 -0.142 -1.383 1.827 0.208 0.993
H -0.198 1.940 -2.755 0.399 -2.321 -0.278
H -1.479 0.953 -3.280 0.318 -0.484 0.162
H 0.075 0.177 -3.590 -0.183 0.996 1.114
H 0.869 -3.395 -0.426 1.800 -0.136 2.119
H -0.038 -2.165 -0.923 0.564 0.397 0.671
O 0.248 -3.070 -1.011 -2.325 -0.293 -2.853
H 0.114 2.313 1.215 0.230 -0.707 -0.051
H -0.919 2.213 0.016 0.787 0.141 0.838
O -0.541 2.782 0.718 -1.161 0.883 -0.777
```
Positions in Å, forces in eV/Å.

Computed properties:
E_HOMO: -7.50 eV
orbital gap: 0.296 Ha
structure (SMILES): C/C=C/C(C)=C/N.O.O

=====

4.
The following is a quantum chemistry calculation of a cluster of 2 separate species, C6H15NO2S in total in a non-equilibrium geometry, from the Open Molecules 2025 dataset.

The geometry in XYZ format:
```
25
Properties=species:S:1:pos:R:3:forces:R:3
C -2.465 -0.105 1.798 -1.344 0.516 1.172
C -1.410 0.751 -0.235 0.115 -1.863 -2.999
C -1.633 -1.694 0.102 -0.723 -0.602 2.750
C 1.859 0.983 2.134 1.761 -0.779 1.422
C 1.731 0.188 -1.764 1.742 1.516 0.551
C -1.843 -0.460 0.539 0.363 0.530 -1.855
N 1.773 0.751 0.765 1.330 -1.653 -4.826
O 3.982 -0.121 -0.622 -3.633 -0.966 -3.238
O 2.209 -1.761 0.067 0.146 1.150 -0.312
S 2.344 -0.334 -0.193 -0.602 0.977 2.340
H -2.820 -1.017 2.263 -0.767 0.151 0.278
H -1.693 0.227 2.446 0.974 0.560 0.849
H -3.188 0.792 1.784 0.700 -1.731 -0.248
H -1.436 0.585 -1.365 -0.722 0.148 1.229
H -0.384 0.962 -0.171 1.508 0.315 1.043
H -1.937 1.612 0.017 -1.080 1.476 0.298
H -1.795 -2.585 0.739 -0.365 0.723 -0.263
H -1.128 -1.942 -0.755 1.100 -0.118 -2.196
H 4.439 0.068 0.127 2.274 0.909 3.686
H 2.876 1.561 2.401 -2.289 -1.468 0.007
H 0.999 1.573 2.340 -0.407 1.069 0.583
H 1.619 0.014 2.638 1.004 0.762 0.509
H 2.247 -0.427 -2.468 0.114 -0.411 -0.670
H 0.670 0.201 -1.871 -0.517 -0.264 0.248
H 2.165 1.226 -1.789 -0.681 -0.947 -0.359
```
Positions in Å, forces in eV/Å.

Computed properties:
E_HOMO: -9.02 eV
orbital gap: 0.350 Ha
structure (SMILES): CN=[S@](C)(=O)O.C=C(C)C

=====

Relative energy (zero: lowest compared OMol25 entry of this formula, charge and spin) readings, ordered: 40.6 170.6 99.1 104.7 kcal/mol